# 1
The following is a DFT calculation (ωB97M-V with the def2-TZVPD basis set) of a structure of composition C37H50N6PPt.

Output
Calculated total energy (hartree): -2228.99405
HOMO level (hartree): -0.362

Structure (ORCA input):
```
! RIJCOSX wB97M-V def2-TZVPD def2/J DEFGRID3
* xyz 1 1
Pt 0.56 1.93 -2.42
C -0.29 5.57 0.06
C 0.34 4.59 -0.72
N -0.33 3.69 -1.41
C -1.68 3.73 -1.36
C -2.40 4.66 -0.61
C -1.66 5.60 0.12
C -3.84 4.61 -0.65
C -4.49 3.71 -1.41
C -3.77 2.74 -2.19
C -4.38 1.79 -3.02
C -3.59 0.92 -3.74
C -2.20 0.99 -3.61
N -1.60 1.87 -2.84
C -2.37 2.75 -2.15
H 0.31 6.29 0.60
H 1.42 4.54 -0.79
H -2.18 6.35 0.72
H -4.39 5.34 -0.06
H -5.57 3.69 -1.44
H -5.46 1.75 -3.09
H -4.03 0.19 -4.40
H -1.55 0.31 -4.15
C 4.35 0.36 -1.82
C 2.87 -0.04 -1.79
C 2.43 0.03 -0.32
C 2.12 0.97 -2.66
C 2.63 -1.46 -2.29
C 3.57 -2.47 -2.07
C 3.30 -3.79 -2.41
C 2.09 -4.13 -2.98
C 1.15 -3.14 -3.22
C 1.42 -1.82 -2.88
H 4.45 1.42 -1.62
H 4.79 0.16 -2.80
H 4.93 -0.18 -1.07
H 2.72 1.01 0.08
H 2.95 -0.74 0.25
H 0.50 0.48 -0.84
H 2.69 1.11 -3.59
H 4.53 -2.23 -1.63
H 4.05 -4.55 -2.23
H 1.88 -5.16 -3.24
H 0.20 -3.39 -3.68
H 0.69 -1.04 -3.07
N 0.99 -0.17 -0.20
P 0.15 -0.63 1.10
N -1.36 -0.89 0.52
C -2.38 -1.39 1.47
C -2.82 -2.79 1.08
C -3.53 -2.76 -0.29
C -3.02 -1.59 -1.15
C -1.55 -1.32 -0.89
N 0.94 -1.91 1.75
C 1.39 -3.00 0.86
C 2.71 -3.57 1.36
C 2.59 -4.02 2.82
C 2.06 -2.89 3.69
C 0.75 -2.35 3.14
N -0.04 0.46 2.32
C 1.20 0.88 3.02
C 1.56 2.31 2.67
C 0.49 3.27 3.19
C -0.89 2.60 3.18
C -1.00 1.57 2.07
H -3.24 -0.71 1.48
H -1.95 -1.38 2.47
H -3.48 -3.20 1.85
H -1.94 -3.43 1.04
H -4.60 -2.67 -0.15
H -3.36 -3.70 -0.81
H -3.58 -0.68 -0.93
H -3.16 -1.80 -2.21
H -1.18 -0.54 -1.55
H -0.96 -2.22 -1.10
H 1.48 -2.63 -0.16
H 0.63 -3.79 0.86
H 3.48 -2.80 1.27
H 3.00 -4.40 0.72
H 3.56 -4.37 3.19
H 1.90 -4.87 2.87
H 2.79 -2.08 3.73
H 1.90 -3.24 4.72
H 0.38 -1.52 3.74
H -0.01 -3.14 3.16
H 2.01 0.19 2.75
H 1.05 0.78 4.10
H 1.64 2.39 1.58
H 2.54 2.56 3.07
H 0.47 4.17 2.57
H 0.73 3.60 4.20
H -1.68 3.33 3.06
H -1.08 2.10 4.14
H -0.80 2.04 1.10
H -2.00 1.16 2.03
*
```

Atomic partial charges in e from the Löwdin method, atoms 1 to 4: 0.913 -0.038 -0.113 -0.040

***

# 2
The following is a DFT calculation (ωB97M-V with the def2-TZVPD basis set) of a structure of composition C37H50O4P2S4Sb2Ti at a distorted geometry.

Output
Calculated total energy (hartree): -5346.22474
HOMO level (alpha / beta) (hartree): -0.379 / -0.396

Structure (ORCA input):
```
! RIJCOSX wB97M-V def2-TZVPD def2/J DEFGRID3
* xyz 1 2
Ti 0.03 -0.27 0.48
C 3.66 3.97 -1.83
C 2.29 3.34 -1.82
O 2.36 1.95 -1.38
P 1.95 1.48 0.07
S 1.86 -0.61 1.72
S -0.01 2.06 0.43
O 2.84 2.31 1.08
C 4.04 1.77 1.72
C 5.03 2.90 1.88
H 3.59 4.99 -2.20
H 4.34 3.42 -2.47
H 4.07 4.00 -0.82
H 1.87 3.28 -2.82
H 1.59 3.87 -1.18
H 4.44 0.96 1.10
H 3.73 1.36 2.68
H 5.40 3.25 0.92
H 5.88 2.56 2.47
H 4.56 3.73 2.40
C -1.15 -0.59 3.37
C -2.54 -1.24 3.39
C -3.56 -0.47 2.57
Sb -2.83 0.15 0.64
C -4.19 -0.89 -0.60
C -4.96 -0.21 -1.54
C -5.89 -0.88 -2.31
C -6.09 -2.25 -2.13
C -5.34 -2.93 -1.18
C -4.39 -2.26 -0.43
C -3.52 2.13 0.41
C -3.14 2.82 -0.74
C -3.58 4.12 -0.96
C -4.40 4.74 -0.02
C -4.77 4.06 1.13
C -4.33 2.76 1.34
Sb -1.25 1.52 3.91
C -2.06 1.05 5.82
C -3.11 1.85 6.28
C -3.70 1.61 7.51
C -3.26 0.56 8.30
C -2.22 -0.24 7.86
C -1.63 0.00 6.63
C 0.80 1.78 4.44
C 1.36 3.04 4.25
C 2.65 3.33 4.67
C 3.41 2.35 5.29
C 2.87 1.07 5.47
C 1.58 0.80 5.05
H -0.73 -0.82 2.38
H -0.45 -1.10 4.04
H -2.89 -1.30 4.42
H -2.46 -2.27 3.03
H -3.89 0.43 3.09
H -4.45 -1.07 2.38
H -4.84 0.86 -1.68
H -6.48 -0.34 -3.04
H -6.82 -2.77 -2.72
H -5.49 -3.99 -1.03
H -3.81 -2.81 0.30
H -2.50 2.35 -1.48
H -3.29 4.64 -1.86
H -4.74 5.75 -0.19
H -5.41 4.54 1.86
H -4.64 2.25 2.24
H -3.47 2.68 5.67
H -4.51 2.25 7.85
H -3.71 0.37 9.26
H -1.87 -1.06 8.47
H -0.82 -0.64 6.30
H 0.78 3.82 3.77
H 3.05 4.32 4.53
H 4.41 2.57 5.64
H 3.46 0.30 5.95
H 1.19 -0.20 5.21
C 4.02 -3.53 -1.15
C 2.59 -3.67 -0.67
C 1.99 -5.02 -1.00
O 1.87 -2.57 -1.30
P 0.33 -2.40 -1.55
S -0.70 -2.67 0.16
S 0.03 -0.45 -1.96
O 0.03 -3.40 -2.71
C -1.09 -3.46 -3.67
C -0.80 -2.54 -4.83
C -2.40 -3.19 -2.98
H 4.64 -4.30 -0.70
H 4.42 -2.56 -0.87
H 4.07 -3.64 -2.23
H 2.52 -3.46 0.40
H 2.08 -5.25 -2.06
H 0.94 -5.08 -0.70
H 2.53 -5.78 -0.44
H -1.04 -4.50 -3.99
H -0.79 -1.50 -4.51
H -1.57 -2.66 -5.59
H 0.16 -2.79 -5.29
H -2.49 -2.15 -2.66
H -2.54 -3.85 -2.12
H -3.21 -3.39 -3.69
*
```

Atomic partial charges in e from the Löwdin method, atoms 1 to 4: -0.328 -0.058 -0.248 -0.343

***

# 3
The following is a DFT calculation (ωB97M-V with the def2-TZVPD basis set) of a structure of composition C37H51FN5O4PPt at a distorted geometry.

Output
Calculated total energy (hartree): -2575.20410
HOMO level (alpha / beta) (hartree): -0.447 / -0.448

Structure (ORCA input):
```
! RIJCOSX wB97M-V def2-TZVPD def2/J DEFGRID3
* xyz 2 1
Pt -0.07 0.03 -0.22
C 1.70 5.45 5.50
C 0.93 4.19 5.88
N 0.38 3.53 4.69
C 1.16 2.64 4.06
C 0.86 2.01 2.88
C 1.88 1.05 2.32
O 2.99 1.05 2.84
O 1.53 0.29 1.35
C -0.36 2.31 2.22
O -0.74 1.85 1.13
C -1.20 3.30 2.90
C -2.42 3.64 2.33
C -3.24 4.56 2.92
F -4.42 4.80 2.30
C -2.88 5.23 4.11
C -1.66 4.87 4.67
C -0.82 3.90 4.11
N -3.65 6.26 4.68
C -3.80 6.35 6.13
C -3.74 7.84 6.54
N -4.24 8.67 5.40
C -5.39 7.99 4.75
C -4.86 6.75 4.01
H 2.05 5.96 6.39
H 1.06 6.14 4.93
H 2.56 5.20 4.88
H 0.12 4.41 6.58
H 1.60 3.49 6.37
H 2.11 2.39 4.52
H -2.72 3.16 1.41
H -1.35 5.37 5.58
H -3.01 5.81 6.64
H -4.75 5.91 6.44
H -2.73 8.15 6.80
H -4.39 8.01 7.40
H -3.49 8.78 4.71
H -4.50 9.60 5.73
H -5.89 8.65 4.05
H -6.09 7.72 5.53
H -4.60 7.01 2.99
H -5.66 6.00 3.98
C -0.61 -1.62 2.64
N -0.78 -1.61 1.20
C -1.46 -2.53 0.61
C -1.67 -2.46 -0.77
C -2.41 -3.25 -1.67
C -2.31 -2.63 -2.91
C -1.52 -1.48 -2.73
N -1.14 -1.40 -1.45
C -1.50 -0.64 3.38
C -1.08 -0.11 4.59
C -1.91 0.72 5.33
C -3.17 1.04 4.85
C -3.60 0.52 3.64
C -2.77 -0.31 2.90
H 0.43 -1.40 2.86
H -0.83 -2.62 3.02
H -1.88 -3.36 1.18
H -2.93 -4.16 -1.44
H -2.75 -2.94 -3.84
H -1.23 -0.74 -3.45
H -0.09 -0.36 4.98
H -1.58 1.10 6.29
H -3.83 1.68 5.43
H -4.59 0.75 3.26
H -3.12 -0.73 1.97
C 1.59 0.99 -3.38
C 2.66 0.57 -2.37
P 2.07 -0.72 -1.23
C 3.48 -1.16 -0.15
C 4.87 -1.11 -0.80
C 1.71 -2.19 -2.27
C 2.88 -2.81 -3.01
H 1.93 1.86 -3.95
H 0.66 1.26 -2.87
H 1.38 0.19 -4.08
H 2.96 1.43 -1.76
H 3.54 0.19 -2.88
H 3.27 -2.17 0.23
H 3.46 -0.48 0.70
H 4.98 -1.81 -1.62
H 5.60 -1.36 -0.03
H 5.10 -0.11 -1.16
H 0.93 -1.88 -2.97
H 1.25 -2.93 -1.60
H 3.45 -2.07 -3.58
H 2.50 -3.54 -3.72
H 3.56 -3.33 -2.34
C -3.27 1.59 -2.31
C -2.17 1.97 -1.32
C -1.91 3.48 -1.34
O -1.01 1.28 -1.61
H -4.18 2.14 -2.08
H -3.47 0.52 -2.26
H -2.95 1.83 -3.32
H -2.52 1.71 -0.30
H -1.65 3.79 -2.35
H -1.08 3.72 -0.67
H -2.80 4.03 -1.01
*
```

Atomic partial charges in e from the Löwdin method, atoms 1 to 4: 1.376 -0.051 -0.176 -0.015

***

# 4
The following is a DFT calculation (ωB97M-V with the def2-TZVPD basis set) of a structure of composition C37H52GeN8O4ScSi at a distorted geometry.

Output
Calculated total energy (hartree): -5306.86825
HOMO level (alpha / beta) (hartree): -0.476 / -0.476

Structure (ORCA input):
```
! RIJCOSX wB97M-V def2-TZVPD def2/J DEFGRID3
* xyz 2 2
Sc 1.19 0.63 0.40
C 1.27 -3.06 -0.87
C 2.35 -2.08 -1.37
C 3.70 -2.78 -1.29
C 2.11 -1.62 -2.83
O 2.31 -0.94 -0.50
Ge 3.90 -0.25 0.48
O 2.49 -0.07 1.90
C 2.78 -0.24 3.31
C 2.59 1.11 4.03
C 1.84 -1.31 3.85
C 4.22 -0.72 3.49
O 3.15 1.44 -0.11
C 3.91 2.57 -0.60
C 5.34 2.12 -0.92
C 3.93 3.65 0.47
C 3.21 3.05 -1.86
H 1.02 -3.80 -1.63
H 1.63 -3.58 0.02
H 0.37 -2.51 -0.58
H 3.70 -3.67 -1.92
H 4.50 -2.12 -1.64
H 3.93 -3.09 -0.27
H 3.02 -1.70 -3.42
H 1.35 -2.23 -3.33
H 1.80 -0.58 -2.84
H 1.66 1.14 4.59
H 3.40 1.30 4.73
H 2.59 1.92 3.30
H 0.80 -0.98 3.82
H 1.93 -2.22 3.26
H 2.10 -1.54 4.89
H 4.93 0.02 3.10
H 4.44 -0.87 4.54
H 4.39 -1.67 2.97
H 5.84 1.77 -0.01
H 5.34 1.32 -1.66
H 5.90 2.96 -1.31
H 4.49 3.31 1.35
H 4.42 4.55 0.08
H 2.92 3.90 0.77
H 3.25 2.29 -2.64
H 2.17 3.29 -1.64
H 3.70 3.95 -2.24
C -4.04 -0.41 2.98
N -2.65 -0.08 2.65
C -1.92 -0.40 1.59
N -0.72 0.14 1.69
C -0.79 0.83 2.87
N -1.94 0.71 3.48
C -4.30 -1.90 2.92
C -4.46 -2.70 4.05
C -4.69 -4.08 3.94
C -4.71 -4.69 2.71
C -4.52 -3.90 1.56
C -4.37 -2.50 1.68
C -4.36 -4.45 0.27
N -4.52 -5.70 -0.19
N -4.15 -5.71 -1.46
C -3.76 -4.47 -1.77
O -3.88 -3.64 -0.71
C -3.23 -3.95 -2.98
C -2.96 -4.81 -4.06
C -2.42 -4.27 -5.21
C -2.13 -2.90 -5.27
C -2.40 -2.04 -4.20
C -2.17 -0.56 -4.34
N -1.51 0.06 -3.19
C -0.80 -0.46 -2.19
N -0.32 0.52 -1.43
C -0.78 1.65 -2.05
N -1.50 1.41 -3.11
C -2.96 -2.57 -3.06
H -4.70 0.11 2.29
H -4.21 -0.02 3.98
H -2.25 -1.02 0.77
H 0.01 1.44 3.25
H -4.43 -2.25 5.04
H -4.83 -4.67 4.83
H -4.84 -5.76 2.61
H -4.31 -1.90 0.79
H -3.18 -5.86 -3.98
H -2.20 -4.90 -6.06
H -1.70 -2.50 -6.18
H -3.12 -0.05 -4.48
H -1.56 -0.35 -5.23
H -0.64 -1.51 -2.06
H -0.58 2.64 -1.67
H -3.21 -1.93 -2.23
C 0.44 6.17 -1.42
Si -0.44 5.62 0.14
C 0.05 6.65 1.62
C -2.28 5.56 -0.15
C 0.16 3.89 0.50
C 0.57 2.74 0.66
H 0.13 7.18 -1.69
H 0.22 5.51 -2.26
H 1.53 6.18 -1.28
H -0.25 7.69 1.47
H 1.13 6.62 1.77
H -0.43 6.28 2.53
H -2.67 6.56 -0.36
H -2.82 5.18 0.73
H -2.53 4.92 -1.00
*
```

Atomic partial charges in e from the Löwdin method, atoms 1 to 4: 0.933 -0.024 -0.646 -0.073

***

Look up the calculated total energy of the first one. -2228.99405 hartree

***

Which value of calculated total energy does entry 1 give? -2228.99405 hartree

***

Which of these has the lowest calculated total energy? C37H50O4P2S4Sb2Ti

***

The lowest calculated total energy belongs to which entry? C37H50O4P2S4Sb2Ti